(1)
C32H31F3N2O | the ωB97M-V functional and the def2-TZVPD basis

Each line ends with the Löwdin charge.
Positions of all 69 atoms, in Å:
F (2.4376, 0.3987, 3.1964)  0.099
C (1.5677, 1.2306, 2.5418)  -0.518
F (1.7465, 2.4673, 3.0956)  0.104
F (2.0531, 1.3295, 1.2599)  0.097
C (0.1353, 0.7306, 2.6183)  -0.155
C (-0.9360, 1.6238, 2.7306)  -0.034
C (-2.2239, 1.1516, 2.8766)  -0.017
C (-2.5173, -0.2445, 2.9639)  -0.347
O (-3.7392, -0.5622, 3.3034)  -0.100
C (-1.4102, -1.1294, 2.6964)  -0.022
C (-0.1123, -0.6425, 2.5718)  -0.035
H (-0.7807, 2.6996, 2.6848)  0.118
H (-3.0784, 1.8247, 2.9817)  0.116
H (-1.5685, -2.2120, 2.6312)  0.103
H (0.7189, -1.3431, 2.4300)  0.124
C (-13.3167, -1.3771, -0.3643)  -0.067
N (-12.6862, -2.0735, 0.7535)  -0.191
C (-13.6094, -2.7808, 1.6285)  -0.064
C (-11.3326, -2.0258, 0.9778)  -0.223
C (-10.7222, -2.6582, 2.0998)  -0.015
C (-9.3653, -2.4972, 2.3824)  -0.016
C (-8.5121, -1.7749, 1.5190)  -0.168
C (-7.0813, -1.5245, 1.7996)  -0.099
C (-6.4277, -1.5559, 3.0318)  -0.025
C (-5.0203, -1.9063, 3.2172)  -0.008
C (-4.7264, -2.4933, 4.5914)  -0.167
C (-3.4007, -2.7409, 4.9778)  -0.020
C (-3.0862, -3.4391, 6.1550)  -0.065
C (-4.0980, -3.9422, 6.9838)  -0.089
C (-5.4225, -3.6960, 6.6208)  -0.083
C (-5.7381, -2.9618, 5.4585)  -0.030
C (-6.2286, -1.2111, 0.6413)  -0.211
C (-5.2997, -0.1726, 0.8383)  -0.033
C (-4.4095, 0.1884, -0.1379)  -0.001
C (-4.3957, -0.5448, -1.3566)  -0.220
N (-3.4242, -0.2908, -2.2670)  -0.197
C (-3.3726, -0.9989, -3.5236)  -0.067
C (-2.4565, 0.7604, -2.0428)  -0.056
C (-5.3692, -1.5521, -1.5976)  -0.016
C (-6.2801, -1.8777, -0.6095)  -0.027
C (-9.1208, -1.2154, 0.3644)  -0.025
C (-10.4751, -1.3233, 0.0955)  -0.015
H (-12.9409, -1.7301, -1.3420)  0.091
H (-14.4020, -1.5671, -0.3181)  0.081
H (-13.1550, -0.2839, -0.3090)  0.096
H (-13.3602, -2.5926, 2.6812)  0.084
H (-14.6266, -2.4119, 1.4206)  0.082
H (-13.5958, -3.8705, 1.4485)  0.097
H (-11.3502, -3.2774, 2.7403)  0.094
H (-8.9500, -2.9729, 3.2717)  0.112
H (-7.0375, -1.5697, 3.9262)  0.090
H (-4.4808, -2.4260, 2.3814)  0.164
H (-2.5725, -2.4174, 4.3482)  0.080
H (-2.0325, -3.5741, 6.4199)  0.107
H (-3.8627, -4.4714, 7.9025)  0.100
H (-6.2424, -4.0650, 7.2391)  0.101
H (-6.7967, -2.8733, 5.2074)  0.091
H (-5.3105, 0.3753, 1.7848)  0.122
H (-3.7032, 0.9991, 0.0737)  0.101
H (-3.4393, -2.0862, -3.3628)  0.088
H (-4.1942, -0.7061, -4.2015)  0.097
H (-2.4148, -0.7609, -3.9956)  0.082
H (-2.9563, 1.7280, -1.8958)  0.094
H (-1.8430, 0.5563, -1.1524)  0.096
H (-1.8112, 0.8127, -2.9219)  0.082
H (-5.3887, -2.0782, -2.5529)  0.095
H (-7.0387, -2.6501, -0.7809)  0.125
H (-8.5155, -0.6598, -0.3421)  0.113
H (-10.8788, -0.8742, -0.8064)  0.096

The total energy comes out at -46865.050 eV. The charge is 0. For the HOMO-LUMO gap, the calculation gives 6.897 eV.


(2)
C32H31N4S2SbTb | the ωB97M-V functional and the def2-TZVPD basis

Each line ends with the Mulliken spin population.
Positions of all 71 atoms, in Å:
Tb (-0.1000, -2.5778, -0.8849)  5.979
C (-0.0295, -2.4785, 3.6318)  -0.001
C (0.4075, -2.7212, 2.2495)  -0.004
N (-0.3566, -3.1962, 1.2926)  0.008
N (-1.5296, -3.8167, 1.6042)  0.001
C (-2.6389, -3.6961, 0.8160)  0.008
N (-3.7480, -4.2825, 1.3084)  -0.001
S (-2.7541, -2.8439, -0.7024)  -0.016
C (1.6342, -2.1489, 1.7387)  0.011
C (2.6720, -1.7997, 2.5754)  0.001
C (3.7845, -1.1104, 2.0706)  0.001
C (3.8428, -0.7912, 0.6977)  0.001
C (2.7939, -1.2353, -0.1085)  0.006
N (1.7572, -1.9327, 0.3853)  0.002
H (-0.7555, -1.6278, 3.7126)  0.000
H (0.8200, -2.2385, 4.2706)  0.000
H (-0.5495, -3.3943, 4.0300)  0.000
H (-1.5720, -4.3847, 2.4758)  0.000
H (-3.6867, -4.9691, 2.0397)  0.000
H (-4.5948, -4.3040, 0.7690)  0.000
H (2.6170, -2.0062, 3.6638)  0.000
H (4.6459, -0.9204, 2.7382)  0.000
H (4.6994, -0.3093, 0.2230)  0.000
H (2.7373, -0.9512, -1.1533)  0.000
C (1.5805, -3.4107, -3.1908)  0.001
C (0.2455, -3.8225, -3.3107)  0.004
C (-0.2970, -4.7967, -2.4383)  0.010
C (0.4798, -5.2600, -1.3890)  -0.005
C (1.7980, -4.8075, -1.2034)  -0.011
C (2.3485, -3.9210, -2.1345)  -0.002
H (1.9987, -2.7171, -3.9226)  0.000
H (-0.3983, -3.4107, -4.0917)  -0.001
H (-1.3297, -5.0928, -2.5232)  -0.001
H (0.1004, -6.0497, -0.6889)  0.002
H (2.4114, -5.1783, -0.3671)  0.004
H (3.3617, -3.5219, -2.0127)  0.001
S (-1.3411, -0.1079, -0.3005)  0.007
Sb (-0.7270, 2.1739, -0.3197)  -0.006
C (-1.8903, 2.8497, -2.0016)  0.000
C (-3.0716, 3.5314, -1.8662)  0.001
C (-3.7675, 3.9779, -2.9959)  0.000
C (-3.2492, 3.7260, -4.2536)  0.000
C (-2.0941, 2.9185, -4.3904)  0.000
C (-1.3760, 2.5453, -3.2587)  -0.001
C (-1.4536, 2.9306, 1.5016)  0.000
C (-2.6810, 2.4770, 1.9913)  0.000
C (-3.1337, 2.9568, 3.2207)  0.000
C (-2.3549, 3.7929, 4.0070)  0.000
C (-1.1189, 4.1747, 3.5354)  0.000
C (-0.6695, 3.7855, 2.2430)  0.000
C (1.3038, 2.6886, -0.5572)  0.001
C (2.3148, 2.2088, 0.2774)  0.000
C (3.5969, 2.7115, 0.1870)  0.000
C (3.9033, 3.6634, -0.8127)  0.000
C (2.8853, 4.1193, -1.6328)  0.000
C (1.5761, 3.6357, -1.5172)  0.000
H (-3.4423, 3.7692, -0.8662)  0.000
H (-4.6652, 4.5659, -2.8767)  0.000
H (-3.7860, 4.0650, -5.1603)  0.000
H (-1.7738, 2.5861, -5.3859)  0.000
H (-0.4545, 1.9554, -3.3971)  0.000
H (-3.2185, 1.7097, 1.4019)  0.000
H (-4.1169, 2.6508, 3.6309)  0.000
H (-2.6881, 4.0764, 5.0262)  0.000
H (-0.4424, 4.8076, 4.1636)  0.000
H (0.2991, 4.1221, 1.8393)  0.000
H (2.0995, 1.4514, 1.0423)  0.000
H (4.3993, 2.3253, 0.8502)  0.000
H (4.9281, 3.9434, -0.9700)  0.000
H (3.0343, 4.9277, -2.3496)  0.000
H (0.7797, 4.0098, -2.1767)  0.000

The total energy comes out at -90266.655 eV. Its spin multiplicity is 7. The charge is +3. As for the relative energy (zero: lowest compared OMol25 entry of this formula, charge and spin): 0.000 eV. For the HOMO-LUMO gap (spin up / spin down), the calculation gives 5.935 / 5.966 eV. The expectation value of S² is 12.68.


Q: Among the records above, which one has the lowest charge?
A: C32H31F3N2O